[1]
DFT (wB97M-V/def2-TZVPD) results for a structure of composition C16H32BrCl16N4O12V in a non-equilibrium geometry.

E_HOMO (spin up / spin down): -4.234 / -4.266 eV
<S²>: 2.022
Orbital gap (spin up / spin down): 7.48 / 7.51 eV
Charge: -2
Spin multiplicity: 3
LUMO level (spin up / spin down): 3.24 / 3.24 eV
Strongest force on any atom: 7.590 eV/A
Molar mass: 1170.5 g mol⁻¹

Each line ends with the Mulliken spin population.
Atoms and positions in Å:
V -6.2071 26.3382 18.6149  2.110
N -8.5164 25.1074 16.7620  0.001
O -8.3370 25.7003 15.7019  0.007
O -9.0692 24.0327 16.7242  0.003
O -7.9677 25.5304 17.7953  -0.002
N -5.5696 23.6409 18.8272  -0.009
O -6.0600 24.3088 19.7049  -0.023
O -5.6877 22.4227 18.7090  0.009
O -5.3170 24.4368 17.9540  -0.028
N -5.9895 27.9582 16.4835  -0.009
O -6.1612 28.5437 15.4153  0.015
O -6.4901 28.2646 17.5227  -0.022
O -5.5995 26.8011 16.6012  -0.033
N -3.1024 27.2778 19.4335  -0.003
O -2.7773 28.3925 19.0515  0.011
O -2.2909 26.4960 19.7799  0.005
O -4.2530 26.9371 19.2890  0.005
Br -7.2613 27.4033 20.7404  -0.037
Cl -0.6963 29.2628 14.4180  0.000
C 0.0169 27.8807 15.2998  0.000
C -0.9429 27.3893 16.3485  0.000
Cl -2.4248 26.7173 15.6418  0.000
H 0.8704 28.2228 15.8850  0.000
H 0.3831 27.1495 14.5791  0.000
H -1.2573 28.1981 17.0080  0.000
H -0.4706 26.6164 16.9549  0.000
Cl -5.8276 31.4904 23.1722  0.000
C -5.0181 29.9037 23.0001  0.001
C -3.9091 29.8824 21.8905  0.001
Cl -2.5026 30.9498 22.2790  0.000
H -5.7909 29.1661 22.7836  0.000
H -4.6689 29.6071 23.9891  0.000
H -4.2273 30.3221 20.9453  -0.001
H -3.4710 28.8957 21.7404  0.000
Cl 1.7722 30.4511 19.6035  0.000
C -0.0270 30.3194 19.4070  0.000
C -0.5745 31.7063 18.9415  0.000
Cl 0.0922 32.0888 17.3275  0.000
H -0.3766 30.1216 20.4203  0.000
H -0.3171 29.5421 18.7000  0.000
H -0.3623 32.5796 19.5583  0.000
H -1.6559 31.6003 18.8551  0.000
Cl -3.5144 23.3168 21.4655  0.000
C -3.0976 23.6636 23.1340  0.000
C -3.8676 24.8771 23.6608  0.000
Cl -3.1297 26.4421 23.3517  0.000
H -2.0304 23.8094 23.3012  0.000
H -3.3782 22.8709 23.8275  0.000
H -3.8748 24.8166 24.7492  0.000
H -4.9379 24.7806 23.4783  0.000
Cl -4.0693 32.9694 17.6284  0.000
C -4.3472 31.1579 17.6096  0.001
C -3.6338 30.5329 16.4714  0.000
Cl -4.2016 31.1938 14.9175  0.000
H -5.4268 31.0620 17.4941  0.000
H -4.1587 30.7008 18.5810  0.000
H -3.6981 29.4454 16.4352  0.000
H -2.5741 30.7843 16.5136  0.000
Cl 2.2602 26.4512 17.7764  0.000
C 3.5552 27.5332 18.3242  0.000
C 4.2193 28.4776 17.2884  0.000
Cl 4.4185 27.6050 15.7270  0.000
H 4.2820 26.9224 18.8598  0.000
H 3.1913 28.0553 19.2091  0.000
H 5.1722 28.8507 17.6638  0.000
H 3.5685 29.3429 17.1629  0.000
Cl -2.3308 21.4583 18.1636  0.000
C -2.0085 23.2002 18.1097  0.000
C -0.5432 23.5530 18.1688  0.000
Cl 0.2909 23.4384 16.5936  0.000
H -2.5885 23.5972 18.9428  0.000
H -2.3766 23.5404 17.1417  0.000
H 0.1133 22.9305 18.7768  0.000
H -0.4877 24.5958 18.4810  0.000
Cl 0.9151 25.1888 21.1797  0.000
C 0.4374 26.8984 21.3965  0.000
C 1.3561 27.5360 22.4166  0.000
Cl 0.9679 29.2349 22.6313  0.000
H -0.5562 26.8731 21.8439  0.000
H 0.5394 27.3342 20.4026  0.000
H 2.4117 27.5012 22.1471  0.000
H 1.3219 27.0517 23.3925  0.000


[2]
DFT (wB97M-V/def2-TZVPD) results for a structure of composition C8H8S in a non-equilibrium geometry.

E_HOMO: -8.402 eV
Orbital gap: 9.29 eV
Charge: 0
LUMO level: 0.89 eV
Strongest force on any atom: 4.909 eV/A
Molar mass: 136.2 g mol⁻¹
Energy relative to the best compared isomer or geometry (same formula, charge and spin): 69.7 kcal per mole

Each line ends with the Mulliken charge.
Atoms and positions in Å:
C -1.3086 1.4517 -0.9979  -0.625
C -2.4713 0.9088 -1.4509  -0.295
C -0.4792 0.4423 -0.4462  0.382
C -1.1594 -0.7608 -0.3804  -0.425
C 0.5510 -1.3809 0.1825  0.123
C 0.9018 -2.5356 0.6394  -0.653
C 0.9028 0.0719 0.0043  0.425
C 1.4442 0.9850 1.1441  -1.165
S -2.7814 -0.7476 -0.9621  -0.198
H -0.8749 2.5059 -1.1072  0.273
H -3.2808 1.4952 -2.0158  0.323
H 1.8644 -2.7852 1.2212  0.219
H 0.4307 -3.5304 0.5665  0.269
H 1.5252 0.0199 -0.8198  0.345
H 2.5837 1.2238 1.1284  0.291
H 1.1737 0.7341 2.2096  0.338
H 0.9780 1.9019 1.0842  0.372


[3]
DFT (wB97M-V/def2-TZVPD) results for a structure of composition C23H19N5O3SSnTe4.

E_HOMO: -1.745 eV
Orbital gap: 5.51 eV
Charge: -2
LUMO level: 3.76 eV
Strongest force on any atom: 0.767 eV/A
Molar mass: 1074.6 g mol⁻¹
Energy relative to the best compared isomer or geometry (same formula, charge and spin): 25.4 kcal per mole

Each line ends with the Mulliken charge.
Atoms and positions in Å:
Sn 0.5996 1.0555 1.0901  0.264
O -3.7349 2.3391 -0.2231  -0.720
C -4.3944 2.1880 0.9410  0.271
C -5.6724 2.7377 1.0449  -0.635
C -6.3805 2.6466 2.2295  -0.244
C -5.8275 2.0013 3.3303  -0.720
C -4.5727 1.4243 3.2138  -0.294
C -3.8458 1.4922 2.0308  0.406
C -2.5340 0.7805 1.8919  0.777
O -1.7201 1.2447 0.9753  -0.694
N -2.3407 -0.2174 2.6850  -0.673
N -1.1515 -0.9122 2.4816  -0.256
C -1.1606 -1.7323 1.5072  -0.422
C 0.0290 -2.5284 1.1734  0.467
C 1.0025 -2.8197 2.1263  -0.683
C 2.1498 -3.5098 1.7757  -0.493
C 2.3394 -3.8839 0.4489  -0.599
C 1.3902 -3.5898 -0.5139  0.055
C 0.2160 -2.9311 -0.1563  0.369
O -0.7697 -2.6700 -1.0362  -0.487
H -2.8227 1.9872 -0.0679  0.385
H -6.0831 3.2398 0.1777  0.394
H -7.3674 3.0908 2.2972  0.345
H -6.3686 1.9485 4.2668  0.358
H -4.1243 0.8919 4.0423  0.443
H -2.0385 -1.8336 0.8692  0.407
H 0.8449 -2.4777 3.1424  0.527
H 2.9027 -3.7301 2.5220  0.345
H 3.2520 -4.3885 0.1547  0.343
H 1.5520 -3.8432 -1.5538  0.368
C 4.8361 2.1707 -0.6927  -0.927
N 3.8060 1.6251 -1.5454  0.292
C 3.1828 2.2888 -2.5860  -0.474
C 2.3590 1.4002 -3.1719  -0.406
N 2.4946 0.2002 -2.5030  0.471
C 3.4059 0.3202 -1.4987  -0.132
S 3.9938 -0.8453 -0.4518  -0.326
C 1.5841 -0.9056 -2.7732  -0.223
C 1.9304 -1.7710 -3.7928  -0.533
C 0.9341 -2.7309 -4.1122  -0.319
C -0.2443 -2.7629 -3.4473  -1.018
C -0.5054 -1.8439 -2.3099  -0.093
N 0.4752 -0.8463 -2.0833  -0.108
H 4.7270 3.2532 -0.6674  0.315
H 5.8296 1.8987 -1.0565  0.295
H 4.7148 1.7668 0.3099  0.324
H 3.3282 3.3390 -2.7614  0.418
H 1.6515 1.5094 -3.9730  0.396
H 2.8766 -1.6977 -4.3062  0.433
H 1.1174 -3.4412 -4.9141  0.307
H -1.0160 -3.4822 -3.6976  0.330
H -1.4954 -1.3820 -2.3494  0.238
Te 0.3170 3.8512 0.8463  -0.298
Te 1.9090 5.3147 2.5033  -0.225
Te 2.5449 3.6217 4.5531  -0.253
Te 1.8746 1.1486 3.6141  -0.087